(1)
{"formula": "C2H2ClNO2", "method": "the ωB97M-V functional and the def2-TZVPD basis", "species": ["Cl", "O", "C", "N", "H", "H", "C", "O"], "coordinates": [[-1.8964, -0.1276, -0.8469], [-0.8973, -1.7960, 0.8788], [-0.6214, -0.8756, 0.1753], [0.6410, 1.4540, -0.0100], [1.5789, -0.4154, 0.4638], [0.8330, -0.0988, -1.1844], [0.6414, -0.0199, -0.0439], [-0.2792, 1.8792, 0.5673]], "e_tot_ha": -742.73543, "spin_multiplicity": 1, "e_above_lowest_ev": 2.752, "smiles": "O=NCC(=O)Cl", "max_force_ev_per_a": 3.89, "e_homo_ev": -9.889}

(2)
{"formula": "C9H10N2O", "method": "the ωB97M-V functional and the def2-TZVPD basis", "species": ["C", "H", "H", "H", "N", "H", "C", "H", "C", "C", "C", "C", "O", "H", "C", "C", "H", "N", "H", "C", "H", "H"], "coordinates": [[1.5138, 1.3141, -0.1380], [1.0604, 2.2923, -0.5027], [-2.7779, -2.1352, 0.6992], [-1.3673, 2.0943, 1.2509], [-0.8786, -1.5056, -0.0812], [-2.5276, 2.4587, -0.0716], [-2.0707, -2.4769, -0.1881], [-2.5475, -2.2447, -1.2509], [3.4196, -0.2772, -0.0809], [1.1899, -1.1432, -0.0402], [2.8493, 1.0051, -0.1829], [-0.7203, -0.1456, -0.2326], [-1.8285, 0.6967, -0.3290], [-0.6769, 2.5163, -0.4652], [-1.6201, 2.0300, 0.0956], [0.6471, 0.1494, -0.1169], [2.9622, -2.3554, 0.1489], [0.3391, -2.1328, -0.1362], [4.5522, -0.4409, 0.0736], [2.6011, -1.3507, 0.0094], [-1.6577, -3.5260, -0.1859], [3.5902, 1.9372, -0.0928]], "e_tot_ha": -533.59719, "spin_multiplicity": 1, "e_above_lowest_ev": 4.004, "smiles": "COc1c2ccccc2nn1C", "max_force_ev_per_a": 5.12, "e_homo_ev": -7.694}

(3)
{"formula": "C5H6S2", "method": "the ωB97M-V functional and the def2-TZVPD basis", "species": ["H", "H", "H", "H", "S", "H", "C", "S", "C", "C", "C", "C", "H"], "coordinates": [[-1.1044, 2.5527, -0.5585], [-0.9835, -1.7803, 0.8475], [0.4573, -2.5088, 0.1285], [-1.5172, 1.8655, 1.0115], [1.7158, 1.6118, 0.0186], [-2.0171, 1.0357, -0.4719], [-1.2204, 1.6193, -0.0110], [3.3501, -1.0420, 0.0100], [-0.2979, -1.7359, 0.0039], [2.0586, -0.1128, -0.0092], [0.0508, 0.8657, -0.0215], [0.3669, -0.4273, -0.0395], [-0.8591, -1.9438, -0.9083]], "e_tot_ha": -990.42519, "spin_multiplicity": 1, "e_above_lowest_ev": 1.083, "smiles": "CC1=C(C)C(=S)S1", "max_force_ev_per_a": 3.82, "e_homo_ev": -8.596}

(4)
{"formula": "C28H29MoN3OPS", "method": "the ωB97M-V functional and the def2-TZVPD basis", "species": ["H", "H", "H", "C", "C", "P", "C", "H", "C", "C", "O", "H", "H", "H", "H", "H", "C", "H", "C", "C", "C", "C", "H", "C", "C", "H", "N", "C", "H", "S", "H", "H", "H", "C", "C", "C", "C", "N", "H", "C", "C", "C", "H", "H", "H", "C", "H", "H", "Mo", "H", "N", "H", "C", "C", "H", "C", "H", "C", "H", "H", "C", "C", "C", "H"], "coordinates": [[-3.8216, 3.1615, -0.4289], [3.7797, -0.1037, -2.3652], [-2.0825, 0.3281, -3.1436], [-0.8581, 1.5542, -0.1890], [0.5569, 3.0182, 2.8958], [0.7408, 1.4594, 0.6815], [0.5984, 0.8770, 4.6862], [0.3725, 4.2642, 4.6233], [0.6575, 1.6986, 2.4336], [-3.0068, 2.4936, -0.6759], [1.7636, 0.2423, -2.0044], [4.3567, -2.6918, -3.1257], [2.6744, -0.5531, -3.6874], [4.4103, 4.9844, -1.7568], [3.3800, 2.2931, 1.4036], [2.1744, 4.6861, -2.7653], [-3.9831, -4.2854, 0.7504], [5.0036, 3.8006, 0.3274], [3.1181, 2.7999, 0.4820], [-0.9515, 0.7747, -1.3517], [0.4551, 3.2507, 4.2555], [2.8085, -0.5407, -2.6042], [-2.1184, -3.9714, 1.7761], [0.4738, 2.1823, 5.1458], [4.0315, 3.6503, -0.1224], [-5.0105, -1.6479, -1.2037], [1.6978, -2.1367, -1.1455], [3.4505, -4.1733, -1.8541], [0.7921, -3.5155, 0.1119], [-0.9195, -1.6708, 1.1606], [0.5205, 3.2087, -1.6961], [-5.8715, -3.8003, -0.1410], [-3.8933, 1.9021, -2.5434], [1.5875, -3.3775, -0.6044], [0.6891, 0.6274, 3.3279], [2.4408, 4.1425, -1.8687], [3.5762, -2.9110, -2.4089], [-3.0934, -1.8873, -0.4328], [0.5707, 3.8528, 2.2043], [2.6920, -1.9185, -2.0357], [-2.3616, -2.4492, 0.5111], [-3.0453, 1.7793, -1.8814], [0.6358, 0.0563, 5.3891], [2.3077, -5.3735, -0.4701], [-3.7855, -5.0711, 0.0201], [-2.0270, 0.9031, -2.2274], [0.4048, 2.3712, 6.2087], [-2.8505, -0.9526, -0.7216], [0.3425, -0.5568, -0.5599], [1.8539, 1.1903, -2.2036], [-2.7149, -3.5932, 1.0551], [-5.3093, -2.6127, 1.0293], [-1.9297, 2.3836, 0.1812], [1.5148, 3.2990, -1.2719], [-4.1718, -3.0938, -1.7745], [-4.3676, -2.4712, -0.9003], [0.8095, -0.3893, 2.9759], [2.4369, -4.4054, -0.9322], [-1.8771, 2.9742, 1.0874], [-4.3282, -4.7536, 1.6695], [1.8585, 2.6241, -0.0938], [3.6965, 4.3153, -1.2953], [-4.9899, -3.2780, 0.2256], [4.1349, -4.9640, -2.1319]], "e_tot_ha": -2130.71442, "spin_multiplicity": 3, "e_above_lowest_ev": 0.000, "charge": 3, "max_force_ev_per_a": 0.14, "e_homo_ev": [-17.115, -17.110]}

(5)
{"formula": "C2H13CdO6", "method": "the ωB97M-V functional and the def2-TZVPD basis", "species": ["H", "H", "O", "H", "C", "O", "O", "H", "H", "H", "H", "O", "H", "Cd", "O", "H", "O", "H", "H", "H", "C", "H"], "coordinates": [[1.1011, -12.5304, -13.4139], [2.5894, -5.7148, -12.7977], [2.8941, -6.6022, -13.0230], [5.8388, -5.9490, -11.3494], [1.9808, -11.8677, -13.4571], [3.5570, -7.6547, -10.3683], [2.8040, -9.7095, -12.7178], [6.5226, -6.4396, -12.6385], [0.8649, -10.0669, -13.3249], [1.2866, -10.6856, -11.7600], [2.6814, -12.4291, -12.8238], [5.6577, -6.3303, -12.2216], [5.7533, -8.8308, -14.6574], [4.2377, -8.0106, -12.2551], [4.9128, -8.3989, -14.4633], [4.3162, -8.6601, -15.1761], [5.9527, -9.2014, -11.8565], [6.6187, -8.5487, -12.0681], [2.3058, -6.9088, -13.7280], [2.3219, -11.7674, -14.4847], [1.7186, -10.5303, -12.7680], [4.1072, -8.4135, -10.1338]], "e_tot_ha": -703.10473, "spin_multiplicity": 1, "e_above_lowest_ev": 0.204, "charge": -1, "max_force_ev_per_a": 3.56, "e_homo_ev": -3.132}

(6)
{"formula": "C6H13NO", "method": "the ωB97M-V functional and the def2-TZVPD basis", "species": ["H", "H", "H", "H", "H", "H", "C", "O", "C", "H", "C", "H", "C", "H", "H", "N", "H", "H", "C", "C", "H"], "coordinates": [[-0.3368, -0.4081, 1.6640], [-1.7109, -2.1082, -0.8730], [2.3951, -1.4083, 0.2609], [-2.7744, -1.0517, -1.3530], [-0.4337, -0.7920, -1.8547], [1.8721, 1.7029, 1.4203], [1.5044, -1.2771, -0.3872], [0.2953, -1.0233, 1.4254], [0.3515, -0.4027, 0.1221], [-2.2283, -0.9771, 0.5790], [-1.9590, -1.1350, -0.5598], [1.1459, -2.3800, -0.6196], [0.4813, 1.1122, -0.0880], [-1.4694, 1.8057, -1.2516], [1.3741, 3.2668, 0.3523], [-0.9386, 1.0898, -0.5468], [1.9565, -1.0493, -1.4275], [1.2207, 0.9971, -0.9798], [-0.8257, -0.3790, -0.9347], [0.9812, 2.1430, 0.9703], [-0.0061, 2.5914, 1.7706]], "e_tot_ha": -366.22844, "spin_multiplicity": 1, "e_above_lowest_ev": 5.591, "max_force_ev_per_a": 5.00, "e_homo_ev": -9.087}